No. 1
The following is a DFT calculation (ωB97M-V with the def2-TZVPD basis set) of an isolated molecule of C5H7Br2N at a distorted geometry.

Structure (ORCA input):
```
! RIJCOSX wB97M-V def2-TZVPD def2/J DEFGRID3
* xyz 0 1
C -0.517 0.792 1.777
C -0.666 0.664 0.332
Br -2.336 -0.185 -0.095
C 0.684 -0.346 -0.353
C 0.397 -0.211 -1.900
Br 2.545 0.460 -0.025
C 0.559 -1.669 0.119
N 0.510 -2.752 0.545
H -0.383 -0.274 2.180
H 0.435 1.301 2.101
H -1.452 1.093 2.285
H -0.601 1.562 -0.242
H -0.702 -0.271 -2.037
H 0.765 0.857 -2.168
H 0.761 -1.020 -2.518
*
```

The value obtained for the HOMO energy is -0.38276 Ha. The SMILES is C[C@H](Br)[C@@](C)(Br)C#N. The calculation puts the HOMO-LUMO gap at 10.19 eV.

=====

No. 2
The following is a DFT calculation (ωB97M-V with the def2-TZVPD basis set) of a cluster of 2 separate species, C5H7Br2NO in total at a distorted geometry.

Structure (ORCA input):
```
! RIJCOSX wB97M-V def2-TZVPD def2/J DEFGRID3
* xyz 0 1
C -2.468 -1.193 2.237
C 0.669 0.458 0.995
C 1.077 -0.825 0.288
C -0.278 -0.301 0.190
C -1.201 -0.005 -0.901
N -1.427 -1.523 1.532
O -3.255 -1.805 2.877
Br -2.621 0.821 2.209
Br -1.011 -3.309 1.299
H 0.609 0.426 2.071
H 0.966 1.427 0.619
H 1.686 -0.805 -0.607
H 1.272 -1.687 0.908
H -1.676 -0.909 -1.274
H -0.617 0.421 -1.719
H -1.956 0.717 -0.604
*
```

The value obtained for the HOMO energy is -0.34349 Ha. The calculation puts the HOMO-LUMO gap at 8.65 eV.

=====

No. 3
The following is a DFT calculation (ωB97M-V with the def2-TZVPD basis set) of the ion C5H7BrClN2 with charge +1 at a distorted geometry.

Structure (ORCA input):
```
! RIJCOSX wB97M-V def2-TZVPD def2/J DEFGRID3
* xyz 1 1
N 1.135 -2.007 -0.568
C 0.527 -0.897 -0.123
C 0.923 -0.319 1.102
C 0.390 0.875 1.418
C -0.690 1.603 0.476
Cl 0.198 2.841 -0.505
C -1.187 0.645 -0.661
Br -2.742 -0.533 -0.003
N -0.271 -0.292 -1.022
H 1.891 -2.406 -0.099
H 1.059 -2.214 -1.552
H 1.612 -0.907 1.778
H 0.720 1.408 2.304
H -1.507 1.950 1.004
H -1.591 1.084 -1.589
H -0.467 -0.829 -1.957
*
```

The value obtained for the HOMO energy is -0.51650 Ha. The SMILES is [NH2+]=C1C=C[C@@H](Cl)[C@H](Br)N1. The calculation puts the HOMO-LUMO gap at 8.90 eV.

=====

No. 4
The following is a DFT calculation (ωB97M-V with the def2-TZVPD basis set) of an isolated molecule of C5H7BrN2O2S at a distorted geometry.

Structure (ORCA input):
```
! RIJCOSX wB97M-V def2-TZVPD def2/J DEFGRID3
* xyz 0 1
C 2.663 -1.555 0.064
C 1.418 -0.701 0.025
N 0.104 -1.072 0.280
N -0.732 -0.041 0.237
C -0.081 1.028 -0.036
S -0.748 2.628 -0.047
C -2.560 2.441 -0.243
O -0.542 3.289 1.221
O -0.204 3.180 -1.292
C 1.483 0.629 -0.044
Br 2.792 1.928 -0.246
H 2.698 -2.092 -0.877
H 3.525 -0.985 -0.058
H 2.584 -2.058 1.068
H -0.311 -1.931 0.650
H -2.796 2.151 -1.178
H -2.939 1.680 0.296
H -3.020 3.233 0.240
*
```

The value obtained for the HOMO energy is -0.33935 Ha. The SMILES is Cc1[nH]nc(S(C)(=O)=O)c1Br. The calculation puts the HOMO-LUMO gap at 9.87 eV.

=====

No. 5
The following is a DFT calculation (ωB97M-V with the def2-TZVPD basis set) of an isolated molecule of C5H7BrN2S at a distorted geometry.

Structure (ORCA input):
```
! RIJCOSX wB97M-V def2-TZVPD def2/J DEFGRID3
* xyz 0 1
C -0.869 0.019 1.354
C -0.217 1.107 0.886
C -0.877 -1.451 -0.533
C -0.679 -1.461 0.926
C 1.196 0.160 -0.745
N -1.410 -1.752 -1.540
N 0.609 1.212 -0.148
S 1.451 2.860 -0.248
Br 2.485 -0.905 0.243
H -1.715 0.062 2.006
H -0.501 2.150 1.324
H 0.292 -1.762 1.048
H -1.446 -2.222 1.255
H 1.466 0.575 -1.759
H -1.286 -1.456 -2.466
H 1.499 2.864 -1.601
*
```

The value obtained for the HOMO energy (alpha / beta) is -0.25052 / -0.25043 Ha. The calculation puts the HOMO-LUMO gap (alpha / beta) at 6.92 / 6.91 eV.

=====

The DFT total energy results, record by record, are as follows: -5397.4515, -5472.6273, -3338.1786, -3426.8197, -3276.2337 Ha.